This record from OMol25 describes C39H27BrClN6O6STb as an isolated structure at a distorted geometry. The level of theory is ωB97M-V/def2-TZVPD.

Positions of all 82 atoms, in Å:
Tb -18.79 -1.06 7.53
Br -21.00 -1.66 0.31
C -20.33 -1.90 2.02
C -18.95 -1.70 2.12
C -18.28 -1.81 3.32
C -19.01 -2.17 4.51
O -18.38 -2.28 5.62
C -20.39 -2.43 4.37
C -21.23 -2.67 5.53
N -20.96 -2.35 6.75
C -21.95 -2.55 7.78
C -23.32 -2.63 7.53
C -24.19 -2.94 8.57
C -23.71 -3.13 9.85
C -22.35 -2.96 10.16
C -21.86 -3.04 11.47
C -20.55 -2.85 11.66
C -19.70 -2.57 10.53
N -20.12 -2.44 9.31
C -21.46 -2.63 9.11
C -21.04 -2.34 3.11
H -18.39 -1.40 1.22
H -17.22 -1.65 3.40
H -22.20 -3.10 5.31
H -23.70 -2.45 6.56
H -25.25 -3.06 8.39
H -24.38 -3.44 10.62
H -22.60 -3.28 12.25
H -20.11 -2.88 12.65
H -18.64 -2.44 10.70
H -22.14 -2.49 3.10
C -20.89 1.28 10.32
C -20.74 1.47 8.84
C -21.71 2.44 8.26
O -20.88 0.16 8.13
C -19.28 1.98 8.62
O -19.00 3.04 9.14
O -18.53 1.21 7.90
H -21.79 0.82 10.68
H -20.86 2.30 10.77
H -20.04 0.73 10.76
H -22.76 2.17 8.45
H -21.64 2.46 7.15
H -21.55 3.42 8.70
H -21.80 -0.15 8.23
S -15.65 4.27 2.26
N -17.22 3.83 2.45
C -17.23 2.89 3.39
C -18.39 2.14 3.84
C -19.67 2.48 3.41
C -20.76 1.82 3.98
C -20.53 0.84 4.96
N -19.32 0.54 5.38
C -18.26 1.16 4.83
C -16.90 0.87 5.37
N -16.77 -0.08 6.32
C -15.62 -0.34 6.87
C -14.46 0.38 6.51
C -14.53 1.32 5.51
C -15.77 1.55 4.91
C -15.94 2.57 3.91
N -14.99 3.29 3.35
H -19.88 3.25 2.68
H -21.77 2.07 3.69
H -21.38 0.37 5.46
H -15.56 -1.08 7.66
H -13.56 0.24 7.13
H -13.65 1.91 5.24
Cl -13.76 -3.81 12.80
C -14.89 -2.95 11.83
C -15.27 -1.63 12.13
C -16.15 -0.96 11.31
C -16.64 -1.55 10.10
O -17.48 -0.89 9.38
C -16.23 -2.87 9.82
C -16.70 -3.60 8.68
O -17.53 -3.20 7.88
C -15.41 -3.57 10.72
H -14.88 -1.21 13.05
H -16.46 0.02 11.62
H -16.30 -4.61 8.56
H -15.10 -4.55 10.48

Summary:
DFT total energy, a.u.: -6539.4235
Orbital gap (spin up / spin down), eV: 6.800 / 6.807
Strongest force on any atom, eV Å⁻¹: 2.05
Lowest unoccupied orbital energy (spin up / spin down), eV: -0.752 / -0.744
Multiplicity: 7

This record from OMol25 describes C39H27Cl2Co2O7PS as an isolated structure at a distorted geometry. The level of theory is ωB97M-V/def2-TZVPD.

Positions of all 79 atoms, in Å:
Cl 6.13 9.04 -1.81
C 4.60 8.39 -1.38
C 3.97 8.82 -0.21
C 2.72 8.28 0.14
C 2.13 7.33 -0.68
S 0.54 6.59 -0.21
C 0.98 5.11 0.53
Cl -0.05 4.37 1.59
O -0.01 7.52 0.76
O -0.14 6.36 -1.47
C 2.75 6.91 -1.86
C 4.00 7.44 -2.21
H 4.44 9.56 0.42
H 2.22 8.62 1.04
H 1.81 4.54 0.12
H 2.26 6.18 -2.50
H 4.49 7.12 -3.13
O -3.05 0.97 -3.12
C -2.53 0.46 -2.22
Co -1.56 -0.44 -1.09
C -0.36 0.82 -0.71
O 0.32 1.72 -0.44
C -2.74 -0.26 0.22
O -3.49 0.00 1.07
C -1.48 -2.15 -1.66
C -0.64 -1.26 -2.38
C -0.02 -0.99 -3.57
C 0.78 0.20 -3.76
C 0.56 1.03 -4.88
C 1.21 2.24 -5.00
C 2.16 2.63 -4.04
C 2.44 1.78 -2.96
C 1.75 0.59 -2.81
Co 0.03 -2.49 -0.64
C 1.55 -1.85 -0.07
O 2.59 -1.50 0.33
C 0.42 -4.09 -1.17
O 0.69 -5.19 -1.41
P -0.85 -3.07 1.21
C -0.82 -1.83 2.57
C -1.35 -2.12 3.83
C -1.34 -1.14 4.83
C -0.79 0.12 4.57
C -0.23 0.40 3.32
C -0.24 -0.58 2.33
C -2.59 -3.58 1.00
C -3.64 -3.03 1.74
C -4.96 -3.35 1.42
C -5.24 -4.23 0.37
C -4.19 -4.83 -0.34
C -2.87 -4.51 -0.02
C -0.11 -4.54 2.01
C -0.81 -5.74 2.21
C -0.13 -6.89 2.63
C 1.24 -6.83 2.89
C 1.93 -5.62 2.77
C 1.25 -4.47 2.35
H -2.19 -2.86 -2.04
H -0.27 -1.61 -4.44
H -0.19 0.70 -5.62
H 0.98 2.90 -5.84
H 2.68 3.58 -4.13
H 3.19 2.06 -2.22
H 1.96 -0.10 -1.99
H -1.78 -3.11 4.02
H -1.78 -1.37 5.80
H -0.79 0.88 5.35
H 0.20 1.38 3.10
H 0.21 -0.35 1.36
H -3.43 -2.35 2.56
H -5.77 -2.89 1.99
H -6.28 -4.44 0.10
H -4.40 -5.54 -1.14
H -2.06 -4.98 -0.58
H -1.88 -5.78 2.04
H -0.68 -7.82 2.73
H 1.78 -7.74 3.19
H 3.00 -5.57 2.99
H 1.79 -3.52 2.27

Summary:
DFT total energy, a.u.: -6454.4068
Orbital gap, eV: 4.651
Strongest force on any atom, eV Å⁻¹: 3.91
ΔE to the lowest compared entry with this formula, charge and spin, kcal per mole: 0.0
Lowest unoccupied orbital energy, eV: 3.834
Total charge: -2

This record from OMol25 describes C39H28AsCl3NO4OsS as an isolated structure at a distorted geometry. The level of theory is ωB97M-V/def2-TZVPD.

Positions of all 78 atoms, in Å:
Os 0.21 -0.05 -0.46
S 2.42 -0.37 -0.19
C 2.84 -0.31 1.50
C 4.20 -0.20 1.80
C 4.60 -0.10 3.12
C 3.66 -0.12 4.14
C 2.30 -0.24 3.84
C 1.89 -0.36 2.52
As 0.05 -0.59 2.01
C -0.95 -0.32 3.61
C -1.30 -1.43 4.37
C -1.98 -1.22 5.56
C -2.31 0.06 5.97
C -1.96 1.16 5.19
C -1.28 0.97 4.00
C -0.10 -2.50 1.80
C 0.99 -3.35 1.84
C 0.83 -4.70 1.56
C -0.43 -5.19 1.24
C -1.53 -4.34 1.21
C -1.36 -2.99 1.49
H 4.93 -0.18 0.99
H 5.66 0.00 3.36
H 3.97 -0.04 5.17
H 1.57 -0.26 4.64
H -1.04 -2.42 4.04
H -2.25 -2.08 6.17
H -2.84 0.21 6.90
H -2.22 2.16 5.51
H -1.01 1.82 3.39
H 1.98 -2.98 2.09
H 1.68 -5.36 1.57
H -0.55 -6.24 1.00
H -2.51 -4.73 0.95
H -2.22 -2.33 1.45
Cl -5.66 4.48 -0.59
C -4.47 3.21 -0.62
C -4.86 1.90 -0.99
C -3.96 0.88 -1.06
C -2.60 1.10 -0.76
O -1.76 0.12 -0.88
C -2.23 2.39 -0.33
C -0.93 2.67 0.12
O 0.03 1.87 0.20
C -3.19 3.45 -0.28
H -5.91 1.72 -1.23
H -4.26 -0.12 -1.35
H -0.72 3.69 0.44
H -2.88 4.44 0.02
Cl -2.03 1.21 -4.41
C -0.98 2.41 -3.71
C -1.31 3.73 -3.93
C -0.50 4.73 -3.42
C 0.62 4.38 -2.68
C 0.94 3.05 -2.45
Cl 2.31 2.82 -1.40
C 0.16 2.01 -2.98
N 0.35 0.59 -2.81
C 1.53 -0.07 -3.39
C 2.65 0.60 -3.85
C 3.77 -0.11 -4.25
C 3.76 -1.50 -4.21
C 2.59 -2.15 -3.85
C 1.46 -1.44 -3.48
C 0.15 -2.14 -3.20
C 0.15 -2.79 -1.87
O 0.33 -3.97 -1.70
O -0.09 -1.97 -0.82
H -2.19 3.97 -4.52
H -0.74 5.77 -3.60
H 1.25 5.15 -2.26
H -0.48 0.13 -3.17
H 2.66 1.68 -3.91
H 4.65 0.42 -4.59
H 4.63 -2.07 -4.50
H 2.52 -3.24 -3.89
H -0.01 -2.90 -3.96
H -0.71 -1.48 -3.20

Summary:
DFT total energy, a.u.: -5963.7248
Orbital gap (spin up / spin down), eV: 6.225 / 6.074
Strongest force on any atom, eV Å⁻¹: 2.32
ΔE to the lowest compared entry with this formula, charge and spin, kcal per mole: 32.0
Lowest unoccupied orbital energy (spin up / spin down), eV: -4.785 / -4.937
Total charge: +1